This record from the OMol25 dataset describes the ion C4H8N5S with charge +1 in a non-equilibrium geometry. The level of theory is the ωB97M-V functional and the def2-TZVPD basis.

**HOMO energy (alpha / beta)**: -9.6945 / -12.4272 eV
**Lowest unoccupied orbital energy (alpha / beta)**: -2.9 / -8.3 eV

Structure (ORCA input):
```
! wB97M-V def2-TZVPD RIJCOSX def2/J DEFGRID3
* xyz 1 3
C 3.1032 0.7825 0.1825
C 1.2171 -0.0735 -0.2217
C -1.1151 0.7094 -0.1439
C -3.2658 -1.2976 0.3144
N 1.8182 1.0569 0.2202
N 2.0666 -1.0568 -0.4571
N 3.2489 -0.5074 -0.1809
N -0.1593 -0.3176 -0.2746
N -0.6193 1.9097 -0.1620
S -2.9065 0.4231 -0.2073
H 4.0213 1.1506 0.6421
H -4.0286 -1.3203 1.0356
H -2.4467 -2.0305 0.6292
H -3.6467 -1.7297 -0.5561
H 4.1731 -1.0804 -0.2001
H -0.4033 -1.1855 -0.5689
H 0.2730 1.9975 0.2995
H -1.3301 2.5696 -0.3507
*
```

For reference, the Löwdin charges in units of e are:
1. C -0.111
2. C -0.360
3. C -0.632
4. C -0.299
5. N 0.113
6. N 0.119
7. N 0.013
8. N 0.135
9. N 0.079
10. S 1.163
11. H 0.145
12. H 0.033
13. H 0.101
14. H 0.023
15. H 0.221
16. H 0.094
17. H 0.069
18. H 0.093

This record from the OMol25 dataset describes a structure of composition C4H8N6O2 in a non-equilibrium geometry. The level of theory is the ωB97M-V functional and the def2-TZVPD basis.

**HOMO energy (alpha / beta)**: -6.8911 / -8.5878 eV
**Lowest unoccupied orbital energy (alpha / beta)**: -0.8 / 0.4 eV

Structure (ORCA input):
```
! wB97M-V def2-TZVPD RIJCOSX def2/J DEFGRID3
* xyz 0 1
C 0.9328 -0.5535 2.5642
C -0.8012 1.7104 -2.3110
C 1.0534 -1.8105 1.7191
C 0.8601 -1.3118 0.2687
N -2.0953 0.3165 -1.9301
N -1.8698 -0.6504 -1.3067
N 0.7075 0.4783 1.6739
N 1.0680 0.0973 0.2970
N -0.1839 1.6538 -1.0116
N 0.6806 0.6760 -0.7818
O 0.8501 -0.4555 3.7673
O -0.3163 1.3055 -3.3145
H -1.5160 2.5976 -2.1298
H 1.9276 -2.3813 1.8519
H 0.2217 -2.3873 2.1629
H 1.3747 -1.7160 -0.5396
H -0.2580 -1.2508 -0.0550
H -2.8326 0.1761 -2.6656
H 0.7454 1.4156 1.9662
H -0.5490 2.0899 -0.2253
*
```

For reference, the Löwdin charges in units of e are:
1. C -0.474
2. C -0.524
3. C -0.036
4. C -0.133
5. N -0.045
6. N 0.120
7. N 0.158
8. N -0.166
9. N 0.020
10. N 0.046
11. O 0.074
12. O 0.022
13. H 0.138
14. H 0.101
15. H 0.136
16. H 0.103
17. H 0.096
18. H 0.134
19. H 0.129
20. H 0.102

This record from the OMol25 dataset describes the ion C4H8NO with charge +1 in a non-equilibrium geometry. The level of theory is the ωB97M-V functional and the def2-TZVPD basis.

**HOMO energy (alpha / beta)**: -16.2379 / -16.2413 eV
**Lowest unoccupied orbital energy (alpha / beta)**: -7.3 / -7.3 eV
**Structure (SMILES)**: C[N+](=O)C1CC1

Structure (ORCA input):
```
! wB97M-V def2-TZVPD RIJCOSX def2/J DEFGRID3
* xyz 1 1
C 0.5232 1.3434 1.5933
N 0.5126 0.4477 0.4517
O 1.7767 0.0603 0.0741
C -0.4918 0.0156 -0.3294
C -0.3468 -0.6663 -1.7249
C -0.5751 -1.5293 -0.5745
H 0.6751 2.4244 1.3617
H 1.5180 1.0815 2.1521
H -0.2930 1.3863 2.2759
H -1.3892 0.4752 -0.0680
H 0.6671 -0.5280 -2.1769
H -1.2181 -0.4668 -2.4199
H -1.5417 -1.9302 -0.4368
H 0.1830 -2.1138 -0.1782
*
```

For reference, the Löwdin charges in units of e are:
1. C 0.045
2. N -0.081
3. O 0.098
4. C -0.170
5. C 0.002
6. C 0.013
7. H 0.141
8. H 0.163
9. H 0.101
10. H 0.148
11. H 0.147
12. H 0.158
13. H 0.122
14. H 0.112

This record from the OMol25 dataset describes the ion C4H8NO with charge +1 in a non-equilibrium geometry. The level of theory is the ωB97M-V functional and the def2-TZVPD basis.

**HOMO energy**: -15.7599 eV
**Lowest unoccupied orbital energy**: -4.7 eV
**Structure (SMILES)**: C=CC(=O)[NH2+]C

Structure (ORCA input):
```
! wB97M-V def2-TZVPD RIJCOSX def2/J DEFGRID3
* xyz 1 1
C 1.5820 -0.5521 -1.6077
C 1.1456 -1.2823 -0.5838
C -0.2417 -1.3931 -0.1391
O -0.9033 -2.3208 0.1078
N -1.1276 -0.0339 -0.0065
C -0.9047 0.5209 1.3580
H 2.5844 -0.6326 -2.0452
H 0.7971 0.2734 -1.8745
H 1.7478 -2.0906 -0.1528
H -0.7172 0.5659 -0.6945
H -2.1279 -0.3545 -0.2760
H -1.6500 1.3865 1.4663
H -1.0471 -0.2430 2.2027
H 0.1125 0.8641 1.3777
*
```

For reference, the Löwdin charges in units of e are:
1. C 0.111
2. C -0.086
3. C -0.346
4. O 0.214
5. N 0.059
6. C -0.010
7. H 0.102
8. H 0.109
9. H 0.137
10. H 0.118
11. H 0.226
12. H 0.134
13. H 0.140
14. H 0.092

This record from the OMol25 dataset describes a cluster of 2 separate species, C4H8NO in total in a non-equilibrium geometry. The level of theory is the ωB97M-V functional and the def2-TZVPD basis.

**HOMO energy (alpha / beta)**: -13.0753 / -12.7246 eV
**Lowest unoccupied orbital energy (alpha / beta)**: -4.3 / -5.4 eV

Structure (ORCA input):
```
! wB97M-V def2-TZVPD RIJCOSX def2/J DEFGRID3
* xyz 1 1
C 1.3519 1.3519 0.9638
C 0.6440 0.3850 0.6133
C 2.7082 1.8543 1.2030
C -1.6839 -0.5436 -1.1684
N -1.9806 -1.9236 -0.8968
O -0.2892 -0.3491 0.4515
H 2.6422 2.9348 1.1614
H 2.9376 1.5483 2.3344
H 3.4402 1.4016 0.6104
H -2.1583 0.3467 -0.6251
H -1.3093 -0.3252 -2.1846
H -1.9106 -2.4863 -1.7652
H -2.9806 -2.0765 -0.5839
H -1.4116 -2.1183 -0.1138
*
```

For reference, the Löwdin charges in units of e are:
1. C 0.040
2. C -0.202
3. C -0.077
4. C 0.013
5. N 0.151
6. O 0.016
7. H 0.078
8. H 0.156
9. H 0.058
10. H 0.138
11. H 0.106
12. H 0.192
13. H 0.204
14. H 0.127

This record from the OMol25 dataset describes the ion C4H8NO with charge +1 in a non-equilibrium geometry. The level of theory is the ωB97M-V functional and the def2-TZVPD basis.

**HOMO energy**: -15.5966 eV
**Lowest unoccupied orbital energy**: -4.8 eV
**Structure (SMILES)**: C=CC(=O)[NH2+]C

Structure (ORCA input):
```
! wB97M-V def2-TZVPD RIJCOSX def2/J DEFGRID3
* xyz 1 1
C 1.6053 1.5708 1.2092
C 0.4856 1.0008 1.5973
C -0.5888 0.2403 1.0284
O -1.5798 -0.0512 1.5578
N -0.5060 -0.3663 -0.4503
C -0.5600 0.5737 -1.6803
H 2.3194 2.0591 1.7998
H 1.9050 1.6117 0.1855
H 0.3839 0.9305 2.7407
H 0.3090 -0.9512 -0.6987
H -1.2878 -1.0555 -0.5177
H 0.0551 0.3325 -2.5911
H -1.6431 0.6683 -1.9611
H -0.2581 1.6237 -1.2707
*
```

For reference, the Löwdin charges in units of e are:
1. C 0.108
2. C -0.079
3. C -0.355
4. O 0.223
5. N 0.082
6. C 0.004
7. H 0.076
8. H 0.070
9. H 0.167
10. H 0.175
11. H 0.181
12. H 0.116
13. H 0.110
14. H 0.124

Energy relative to the best compared isomer or geometry (same formula, charge and spin) for the records above, in order: 0.00; 398.93; 444.63; 136.01; 509.50; 152.09 kJ/mol